# C38H114O38

19 unconnected molecules or ions with the total composition C38H114O38 in a non-equilibrium geometry (wB97M-V/def2-TZVPD, the OMol25 dataset).

ORCA input file:
```
! wB97M-V def2-TZVPD RIJCOSX def2/J DEFGRID3
* xyz 0 1
H -1.420 -2.540 4.358
H -2.528 -2.793 5.561
H 1.516 5.309 1.116
O 5.690 0.441 1.858
O 4.214 0.474 -0.579
H -4.315 -1.308 1.823
O -3.052 2.441 0.698
H 0.140 0.153 5.758
O -6.790 0.574 5.132
H 2.455 -3.319 -2.332
O 1.530 -3.498 -0.553
H 1.260 1.809 -2.376
O 4.461 0.899 -3.851
H 0.543 0.903 1.715
H 1.111 5.858 -1.859
H -0.157 -1.161 -0.718
H 1.610 0.504 -7.537
H -4.631 2.925 -2.898
O 3.414 2.315 1.319
O -0.334 -5.130 -1.964
O -1.040 -4.575 6.199
H 0.423 -4.128 2.996
H 3.659 1.701 0.551
H 6.502 2.077 2.884
H 0.764 -4.529 -3.686
C -3.707 -4.510 -3.159
C -5.054 -3.286 1.353
H 1.371 1.807 3.831
H -2.112 2.458 0.885
H -0.379 -6.812 3.260
C 1.462 0.448 -6.453
H -2.142 -1.924 1.407
H 5.601 -0.258 -5.109
C 0.468 1.374 -2.964
H 1.559 -5.675 -2.459
H -0.889 4.702 -1.556
H 3.529 -3.279 3.378
H 7.317 3.963 -1.820
C -3.414 5.883 -2.489
H 4.778 3.645 2.116
H 5.161 -2.406 -2.113
C -0.685 2.306 -2.783
H 6.408 0.186 1.309
C 5.855 1.874 1.981
C -0.620 -3.229 6.234
H 3.202 -1.430 -0.745
H 1.921 -1.296 3.620
H 0.938 -6.302 2.088
H 0.431 -3.071 5.923
H 4.416 1.739 -3.405
H -0.981 -6.442 0.775
H 5.549 1.830 -1.312
H 3.979 1.827 -6.429
C -4.158 -0.658 -2.705
H -5.267 1.529 1.480
H -1.117 -4.673 -2.238
O 6.397 2.246 -1.272
H 5.031 5.092 -2.558
H -0.410 3.332 -3.055
H -4.767 -1.518 -2.835
C -0.936 0.224 0.271
H -3.879 1.628 -0.635
O 2.915 4.616 -0.269
C 2.145 -1.674 2.588
O -1.219 0.941 3.393
O -4.041 1.242 3.150
H 4.214 -1.621 3.071
H 6.785 1.740 -6.094
O -4.125 1.409 -1.545
O -0.459 2.522 1.035
C 2.151 -0.848 -6.014
H 2.359 6.505 0.112
C 6.341 3.598 -1.507
C 3.909 -0.782 -1.270
H -4.721 1.564 6.680
O -4.392 3.798 -3.275
H -4.542 -4.312 1.577
H 4.101 2.550 3.195
O -3.913 -5.455 -0.840
H -4.536 -3.788 -3.109
O -0.244 4.618 -0.846
H 5.721 3.775 -3.563
H 0.690 -0.537 -3.245
H -6.544 0.051 4.358
H -4.541 3.783 1.044
O -0.914 -4.381 1.184
H -1.428 0.600 -0.611
H -2.073 -0.545 -2.764
H -5.969 -1.146 6.153
C 1.886 5.521 0.084
H -5.720 -0.019 -1.604
H -3.058 -5.101 -0.614
H -0.772 -2.846 7.252
H 6.121 4.199 -0.602
H -4.404 0.110 7.514
H -2.219 -0.523 5.636
H 3.431 -0.459 -2.212
H 3.275 -3.518 1.038
C 0.031 -5.988 2.662
H -5.990 -3.257 1.898
C -1.051 -5.694 1.615
O -2.823 -1.193 -2.686
O -5.109 -3.132 -0.010
C 0.135 1.194 0.782
H 3.580 3.736 -1.807
H 0.207 6.554 -0.500
H -3.328 3.667 2.371
C -3.874 -5.715 -2.262
C 3.520 -2.397 2.697
O -3.833 0.091 5.502
O 3.916 -2.831 1.444
C 0.674 1.715 4.674
H 0.753 -3.897 -0.122
H 5.534 2.824 -5.205
C -4.738 0.477 6.534
C 0.685 5.676 -0.882
H 6.465 2.199 1.050
O -2.773 -2.623 1.468
C -4.593 0.060 -1.503
O -0.565 -1.143 0.174
H 1.061 -2.465 1.128
H 2.939 3.995 0.489
H 4.654 0.158 0.279
H -4.349 -0.069 -3.594
O 2.092 -0.871 -4.580
H -4.945 -6.133 -2.477
C 0.861 -4.795 -2.590
H -4.074 0.561 4.715
H -1.735 0.198 1.092
H 5.536 -2.242 0.364
C -4.776 2.086 2.283
C 4.470 2.579 2.192
O 0.842 0.375 5.118
H -2.609 2.030 -2.999
C 5.316 4.029 -2.601
H -1.022 2.838 3.757
H -4.296 -0.469 -0.567
O 1.175 -2.548 2.056
H -3.142 -6.512 -2.471
H -0.097 3.207 0.464
O -1.853 1.905 -3.577
H -5.349 5.108 -1.965
O 4.855 1.499 -6.632
H -2.030 -5.903 2.077
C 5.277 -1.430 -1.554
H -3.101 1.083 2.887
H 2.351 -0.857 1.865
C -0.784 1.941 4.314
C -3.910 3.139 1.642
H -2.441 -2.838 -2.808
O -2.415 -3.842 -2.863
O -2.050 5.300 -2.770
H -1.755 -3.898 1.359
H 5.964 -0.815 -2.073
H -0.960 2.290 -1.667
O 0.205 0.034 -2.631
H 0.841 -2.637 -2.460
H 6.575 0.827 -3.837
O 6.050 -1.736 -0.349
H -4.815 -3.942 -0.397
C 5.797 1.819 -5.629
H 0.745 1.480 -4.092
H 2.975 -0.485 -4.286
C -4.038 -2.313 1.983
H 3.156 -0.812 -6.326
O 2.115 1.587 -5.925
C -4.387 4.752 -2.199
H -3.283 6.646 -1.734
H 0.988 1.367 0.128
O 0.197 -4.924 3.613
H 1.026 2.459 5.332
H -1.041 0.090 3.843
C -6.122 -0.031 6.260
H 0.379 0.433 -6.190
C -1.577 -2.402 5.407
C 5.713 0.729 -4.539
H -4.021 -2.501 3.090
H -3.662 6.358 -3.453
H -1.286 1.877 5.301
H -6.786 0.038 7.106
O 4.061 3.381 -2.595
O -1.373 -1.033 5.773
H -2.295 4.489 -3.221
H -4.081 4.279 -1.273
H 2.405 1.286 -5.035
H -3.721 -4.966 -4.105
H 1.602 -1.665 -6.369
H -0.825 -4.892 5.304
H -5.575 2.633 2.827
C 1.443 -3.498 -2.018
*
```

Summary:
**Highest occupied orbital energy**: -0.3448 Eh
**Gap between HOMO and LUMO**: 9.780 eV
**M**: 1179.3 Da
**Strongest force on any atom**: 0.072 hartree/bohr
**Energy**: -119052.6792 eV
**Energy above the lowest of the compared OMol25 structures with the same formula, charge and spin**: 0.185 eV

Results of the Mulliken charge analysis, in e, for atoms 1 through 99: -0.13 0.48 0.28 -0.58 0.45 -0.04 0.30 0.30 -0.53 0.33 -0.59 -0.07 0.78 -0.51 0.39 -1.00 0.52 0.34 -0.39 -0.28 -0.67 0.09 0.31 0.33 0.31 -0.30 -0.72 -0.37 -0.03 0.48 -0.27 -0.59 0.25 -0.88 0.26 0.22 0.37 0.54 -0.60 0.26 0.28 0.62 0.24 -0.47 -0.73 -0.07 -0.16 0.22 0.23 -0.33 0.27 0.16 0.38 -0.94 0.18 0.27 -0.52 0.49 0.72 0.42 2.92 -0.24 -0.37 0.63 1.43 -0.56 0.32 0.39 0.17 -0.63 -0.65 0.46 -0.38 2.47 0.32 -0.66 0.22 0.51 -0.60 0.23 -0.17 0.10 -0.43 0.31 0.55 1.57 -1.26 0.06 0.24 -0.79 0.29 0.23 0.40 0.14 0.43 0.33 -1.96 0.19 -0.95